Formula: C5H9N3O
Source: the OMol25 dataset
Level of theory: ωB97M-V/def2-TZVPD

ORCA input file:
```
! wB97M-V def2-TZVPD RIJCOSX def2/J DEFGRID3
* xyz 0 1
C 1.43878 -1.07968 -1.35652
C 1.69844 -1.10365 0.12966
C 0.11330 -1.88510 1.65927
N 1.00614 -2.12270 0.80187
O 2.49895 -0.39007 0.69154
H 1.75707 -2.02526 -1.80004
H 0.37093 -0.95535 -1.54317
H 1.99135 -0.25821 -1.80613
H -0.34056 -2.72088 2.18868
H -0.22978 -0.87614 1.89653
C -2.70246 1.33375 -0.59326
C 0.36095 2.12944 0.52539
N -1.55480 1.82178 -0.37669
N -0.41703 1.13150 0.29856
H -2.86601 0.26561 -0.50659
H 1.37003 1.89575 0.86271
H -0.98320 2.84499 -0.19378
H -3.51211 1.99422 -0.87802
*
```

Its HOMO energy is -8.3 eV. The energy above the lowest of the compared OMol25 structures with the same formula, charge and spin is 592.7 kJ/mol.


Formula: C44H82O14
Source: the OMol25 dataset
Level of theory: ωB97M-V/def2-TZVPD

ORCA input file:
```
! wB97M-V def2-TZVPD RIJCOSX def2/J DEFGRID3
* xyz 0 1
C -23.88963 -22.12779 8.30512
C -25.04259 -22.43081 7.29922
C -25.05886 -21.18717 6.40735
O -23.56459 -21.07219 6.33134
C -22.77702 -21.59389 7.38936
H -23.49623 -22.88682 8.98131
H -24.25048 -21.33386 8.95902
H -25.99592 -22.57046 7.80891
H -24.93884 -23.37590 6.76616
H -25.15213 -20.19845 6.85662
H -25.65387 -21.37437 5.51347
H -22.16058 -20.79864 7.80845
H -22.13624 -22.40915 7.05339
C -17.13885 -19.39021 6.14094
C -17.69651 -18.10106 5.46406
C -16.49941 -17.21126 5.66639
O -16.07256 -17.36999 6.97597
C -16.37070 -18.71448 7.22006
H -16.37939 -19.82476 5.49096
H -17.71238 -20.24324 6.50356
H -18.65472 -17.76666 5.86170
H -17.76629 -18.26299 4.38842
H -16.77222 -16.18640 5.41472
H -15.70836 -17.54588 4.99530
H -16.99017 -18.74489 8.11640
H -15.39856 -19.18849 7.35552
C -21.85025 -22.00516 4.51818
C -22.31132 -20.57398 4.42321
C -23.70819 -20.57887 3.82709
O -24.23453 -21.87087 4.04974
C -23.23619 -22.74221 4.57815
H -21.15569 -22.18263 5.33927
H -21.42642 -22.25565 3.54571
H -21.60898 -19.95303 3.86711
H -22.26176 -20.02488 5.36349
H -23.58265 -20.40411 2.75853
H -24.33192 -19.81663 4.29404
H -23.24361 -23.64298 3.96441
H -23.55318 -22.99527 5.58987
C -20.90698 -19.80684 6.93722
C -20.09573 -19.29707 5.69612
C -19.15317 -20.46075 5.42764
O -18.90091 -20.98724 6.67677
C -19.97394 -20.83767 7.59636
H -21.78353 -20.41112 6.70354
H -21.13952 -19.02057 7.65540
H -19.56066 -18.37758 5.93350
H -20.75640 -19.11776 4.84792
H -18.19045 -20.23472 4.96919
H -19.66227 -21.12023 4.72479
H -19.57531 -20.52421 8.56120
H -20.56317 -21.73362 7.79178
C -18.07096 -24.26279 4.69154
C -18.30814 -22.83188 5.17945
C -17.60969 -22.72923 6.49136
O -17.36163 -24.14460 6.85003
C -18.03175 -25.04648 5.98316
H -17.04124 -24.23500 4.33518
H -18.86520 -24.66880 4.06510
H -19.39257 -22.76027 5.26295
H -18.03820 -22.12798 4.39220
H -18.25473 -22.12315 7.12751
H -16.68737 -22.15262 6.42107
H -19.03085 -25.21571 6.38474
H -17.49708 -25.99251 5.89781
C -21.60650 -20.82260 10.10540
C -20.56656 -20.48566 11.20116
C -20.00752 -21.85250 11.65494
O -20.36791 -22.71566 10.54597
C -21.62285 -22.35727 10.01425
H -21.37381 -20.36285 9.14489
H -22.57572 -20.34514 10.24949
H -20.95834 -19.96996 12.07789
H -19.79686 -19.81443 10.82023
H -20.34566 -22.21908 12.62416
H -18.91916 -21.88412 11.60429
H -22.40650 -22.79087 10.63550
H -21.95269 -22.66188 9.02102
C -19.81415 -16.34638 10.94125
C -20.12276 -17.68792 10.37449
C -19.47733 -17.82108 8.90997
O -19.26291 -16.42030 8.65014
C -18.89826 -15.69790 9.81934
H -19.30242 -16.43189 11.89987
H -20.67123 -15.67379 10.97459
H -21.20310 -17.81047 10.45157
H -19.61732 -18.35262 11.07505
H -20.20438 -18.34356 8.28828
H -18.54618 -18.38750 8.92504
H -18.95172 -14.61819 9.67986
H -17.86788 -15.96401 10.05513
C -20.12496 -20.61319 1.33456
C -20.49681 -19.42647 2.05963
C -19.46046 -19.18677 3.13990
O -18.89461 -20.41416 3.37516
C -19.40009 -21.42759 2.49872
H -19.34604 -20.37033 0.61178
H -20.90647 -21.19154 0.84176
H -21.49768 -19.67093 2.41542
H -20.54744 -18.56020 1.40000
H -19.96200 -18.89935 4.06398
H -18.72634 -18.42997 2.86345
H -20.00423 -22.05972 3.14950
H -18.53494 -21.96878 2.11566
O -20.67110 -17.40120 4.15959
C -20.68734 -16.48357 4.89265
O -21.58012 -15.43956 4.87759
C -21.23070 -14.55575 5.96507
C -19.82548 -14.86173 6.38475
C -19.70360 -16.35235 6.04061
H -21.75403 -14.83512 6.87949
H -21.41083 -13.50927 5.71902
H -19.58932 -14.69180 7.43520
H -19.03612 -14.41729 5.77854
H -19.82237 -17.06194 6.85943
H -18.73528 -16.60712 5.60985
O -25.04290 -16.18059 5.92596
C -24.37435 -16.89238 6.71855
O -24.05116 -18.15189 6.42955
C -23.19754 -18.69298 7.41049
C -22.81023 -17.51862 8.29691
C -23.88493 -16.43339 8.08188
H -22.34660 -19.20894 6.96576
H -23.86963 -19.33475 7.98017
H -21.78902 -17.15405 8.18592
H -22.70679 -17.79635 9.34585
H -23.65790 -15.36731 8.07504
H -24.72838 -16.53351 8.76502
O -18.57812 -19.84156 9.10421
C -17.49912 -19.66622 9.59571
O -17.01706 -18.45337 9.87843
C -15.74315 -18.52163 10.42182
C -15.21693 -20.00927 10.23801
C -16.52748 -20.74839 9.98897
H -15.82894 -18.19576 11.45842
H -14.98700 -17.85722 10.00359
H -14.74097 -20.32452 11.16654
H -14.46622 -20.25599 9.48724
H -16.91780 -21.35988 10.80249
H -16.41374 -21.34436 9.08343
*
```

Its SMILES is O=C1CCCO1.O=C1CCCO1.O=C1CCCO1.C1CCOC1.C1CCOC1.C1CCOC1.C1CCOC1.C1CCOC1.C1CCOC1.C1CCOC1.C1CCOC1. Its HOMO energy is -8.0 eV. The energy above the lowest of the compared OMol25 structures with the same formula, charge and spin is 2532.1 kJ/mol.


Formula: C9H5BCl3F11N2OPtS2
Source: the OMol25 dataset
Level of theory: ωB97M-V/def2-TZVPD

ORCA input file:
```
! wB97M-V def2-TZVPD RIJCOSX def2/J DEFGRID3
* xyz 0 1
Pt 0.01529 -0.98063 -0.66538
F 4.10183 -2.41403 0.19964
C 3.57871 -1.18752 0.32777
F 4.49385 -0.41535 0.93754
F 2.54034 -1.29747 1.18093
C 3.10293 -0.63235 -1.06808
O 1.97527 -1.21937 -1.51911
C 4.24824 -0.92716 -2.08949
F 5.46752 -0.70898 -1.55975
F 4.13287 -0.14672 -3.17518
F 4.19918 -2.19781 -2.49429
C 2.95644 0.92653 -0.95635
F 2.21726 1.25596 0.13083
F 4.12298 1.57445 -0.84304
F 2.31618 1.41892 -2.01984
S -2.72911 -1.37192 -1.12246
C -3.46309 0.01305 -0.52854
N -3.70621 1.09065 -1.25752
C -4.31536 2.25164 -0.63229
C -4.31565 1.99777 0.87697
S -4.02281 0.20489 1.09909
H -3.37032 1.12687 -2.20857
H -5.32903 2.38794 -1.01531
H -3.72804 3.13758 -0.87286
H -5.25819 2.25651 1.35008
H -3.50363 2.52422 1.37262
Cl -2.18186 -1.58147 4.05340
C -0.55395 -2.12390 3.58651
Cl 0.66729 -0.98389 4.19300
Cl -0.25353 -3.74129 4.24785
C -0.47285 -2.15507 2.14144
N -0.41829 -2.15558 0.99360
F -0.87563 1.56412 -2.00770
B -0.65357 0.89294 -0.87114
F -0.98506 1.61645 0.21564
*
```

Its HOMO energy (spin up / spin down) is -8.3 / -8.3 eV. The energy above the lowest of the compared OMol25 structures with the same formula, charge and spin is 237.0 kJ/mol.


Formula: C6H11N
Source: the OMol25 dataset
Level of theory: ωB97M-V/def2-TZVPD

ORCA input file:
```
! wB97M-V def2-TZVPD RIJCOSX def2/J DEFGRID3
* xyz 0 1
C -1.42355 -2.42250 -0.06280
C -0.22310 -2.49381 -0.60815
N 0.29377 -1.42352 -1.46614
C 1.06373 -0.44056 -0.76392
C -0.17345 2.72598 1.23229
C 0.64968 1.82161 0.35367
C 0.30169 0.56051 0.10166
H -2.14725 -1.64447 -0.27594
H -1.85183 -3.29363 0.41696
H 0.54091 -3.24665 -0.58487
H -0.50917 -0.98593 -1.90218
H 1.76953 -0.79395 0.01611
H 1.74928 0.11830 -1.42109
H -0.47609 3.56640 0.59366
H -0.97655 2.28245 1.81452
H 0.49087 3.12610 2.00792
H 1.53696 2.33227 -0.00832
H -0.61544 0.21140 0.55662
*
```

Its SMILES is C=CNC/C=C/C. Its HOMO energy is -8.8 eV. The energy above the lowest of the compared OMol25 structures with the same formula, charge and spin is 203.3 kJ/mol.


Formula: C9H16ClNO5
Source: the OMol25 dataset
Level of theory: ωB97M-V/def2-TZVPD

ORCA input file:
```
! wB97M-V def2-TZVPD RIJCOSX def2/J DEFGRID3
* xyz 0 1
C -2.65224 -0.12273 -2.17167
N -1.35375 -0.76394 -1.90297
C -1.24119 -2.22751 -2.13429
C -0.31914 -0.01212 -1.63278
Cl 1.27261 -0.52253 -1.87189
H -3.39855 -0.90311 -2.30952
H -2.94324 0.51029 -1.32965
H -2.59472 0.49071 -3.08225
H -2.26164 -2.58903 -2.23891
H -0.65886 -2.42222 -3.03710
H -0.78408 -2.69978 -1.25635
H -0.47324 1.05161 -1.44493
C 1.87811 2.51998 0.02115
O 1.97309 1.12246 0.58945
C 0.90112 0.42135 0.84977
C 1.09027 -1.03399 1.06786
O 0.27769 -1.71977 1.65381
O 2.27622 -1.46287 0.59660
C 2.45791 -2.88120 0.52089
C -0.31579 1.00877 1.47823
O -1.42907 0.51679 1.35944
O -0.03058 2.12509 2.18170
C -1.06490 2.60270 3.05729
H 2.93687 2.78920 -0.06216
H 1.39884 2.46477 -0.97468
H 1.33892 3.17804 0.72403
H 3.44901 -3.04674 0.08597
H 2.43402 -3.26330 1.54420
H 1.70327 -3.33912 -0.13001
H -0.74916 3.61611 3.31887
H -2.04760 2.62328 2.58374
H -1.07019 1.96884 3.94612
*
```

Its HOMO energy is -5.9 eV. The energy above the lowest of the compared OMol25 structures with the same formula, charge and spin is 0.0 kJ/mol.